{
  "formula": "C2H9NS",
  "method": "ωB97M-V/def2-TZVPD",
  "symbols": ["S", "H", "C", "N", "C", "H", "H", "H", "H", "H", "H", "H", "H"],
  "positions_angstrom": [[-1.6058, 0.7065, 3.5158], [-2.0885, 1.7474, 2.9118], [1.4455, 0.1114, -1.0737], [0.0026, 0.3030, -0.5297], [-0.5965, -1.0005, -0.1084], [1.6727, 1.0464, -1.6268], [2.1649, 0.2359, -0.2164], [1.7277, -0.8960, -1.6275], [-0.5453, 0.7401, -1.3891], [0.1178, 1.1496, 0.1598], [-0.6736, -1.6122, -1.0440], [-1.5661, -0.9949, 0.3640], [-0.0552, -1.5368, 0.6642]],
  "mulliken_charge": [-0.79, -0.08, -0.81, -0.35, -0.86, 0.38, 0.34, 0.29, 0.42, 0.42, 0.36, 0.34, 0.34],
  "lumo_ev": -0.77,
  "total_charge": 0,
  "e_above_lowest_kcal_mol": 83.9,
  "homo_lumo_gap_ev": 4.9,
  "homo_energy_ev": -5.69,
  "e_tot_ha": -534.396023
}

=====

{
  "formula": "C2H9NS",
  "method": "ωB97M-V/def2-TZVPD",
  "symbols": ["N", "H", "H", "H", "H", "C", "C", "S", "H", "H", "H", "H", "H"],
  "positions_angstrom": [[-1.3502, 2.6529, -0.1923], [-0.4537, 2.7268, 0.2463], [3.6296, -3.2342, 2.3147], [-1.2079, 3.1767, -1.1458], [-1.3521, 1.6843, -0.3362], [-0.5596, -1.1353, 0.6537], [-0.4238, -1.0735, -0.8385], [0.8455, -0.0751, 0.0367], [3.8316, -3.6221, 1.6870], [-1.3268, -0.4997, 1.0867], [-0.1678, -2.0950, 1.0133], [-1.1646, -0.5296, -1.4272], [0.0354, -1.7225, -1.5711]],
  "lowdin_spin": [0.10, 0.00, 0.00, 0.00, 0.00, 0.04, 0.05, 0.77, 0.00, 0.01, 0.01, 0.01, 0.01],
  "lumo_ev": [-4.51, -9.04],
  "s2": 0.755,
  "total_charge": 1,
  "e_above_lowest_kcal_mol": 65.4,
  "homo_lumo_gap_ev": [10.4, 5.3],
  "multiplicity": 2,
  "homo_energy_ev": [-14.86, -14.38],
  "e_tot_ha": -534.119597
}

=====

{
  "formula": "C2H9NS2",
  "method": "ωB97M-V/def2-TZVPD",
  "symbols": ["S", "S", "H", "H", "C", "C", "N", "H", "H", "H", "H", "H", "H", "H"],
  "positions_angstrom": [[-2.5771, -0.0348, -1.0709], [-1.8377, 1.0743, -2.7502], [-1.5190, -0.4757, -0.5143], [-1.7543, 2.2576, -2.0960], [-0.2158, -0.4046, 1.4055], [0.7086, -0.1021, 0.1547], [2.1234, -0.3484, 0.2186], [-0.2457, 0.4888, 2.0760], [-1.2575, -0.6801, 1.1589], [0.3042, -1.2519, 1.8392], [0.4706, -0.8567, -0.5716], [0.5441, 0.9171, -0.2651], [2.6207, -0.4394, -0.6225], [2.6356, -0.1440, 1.0380]],
  "lowdin_spin": [0.01, 0.01, 0.00, 0.00, 0.01, 0.12, 0.72, 0.00, 0.00, 0.00, 0.02, 0.06, 0.02, 0.02],
  "lumo_ev": [-3.70, -8.86],
  "s2": 0.754,
  "total_charge": 1,
  "e_above_lowest_kcal_mol": 17.9,
  "homo_lumo_gap_ev": [9.4, 4.2],
  "multiplicity": 2,
  "homo_energy_ev": [-13.09, -13.06],
  "e_tot_ha": -932.351051
}